DFT (ωB97M-V with the def2-TZVPD basis set) results for H12O6Tl as an isolated structure.

Last column: Löwdin charge in e.
Cartesian coordinates (Å):
Tl1 10.408 10.462 -18.836  1.025
O1 7.891 11.736 -16.076  0.124
H1 7.883 11.500 -15.148  0.092
H2 7.103 12.268 -16.195  0.099
O2 14.002 11.972 -18.670  0.130
H3 14.808 11.531 -18.938  0.098
H4 14.285 12.845 -18.399  0.095
O3 13.330 8.635 -20.820  0.128
H5 13.474 8.711 -21.764  0.094
H6 13.623 7.750 -20.603  0.099
O4 8.704 8.065 -16.140  0.151
H7 8.696 8.510 -15.293  0.087
H8 8.075 7.350 -16.042  0.107
O5 9.503 10.170 -22.709  0.143
H9 8.721 10.014 -23.239  0.103
H10 10.189 10.368 -23.347  0.094
O6 10.538 14.219 -17.508  0.138
H11 11.304 14.776 -17.649  0.095
H12 9.851 14.823 -17.226  0.098

Force components x, y, z for each atom (eV/Å):
Tl -0.012 -0.027 -0.013
O 0.722 -0.353 -0.599
H 0.037 -0.105 0.844
H -0.784 0.464 -0.197
O -0.928 -0.282 -0.080
H 0.732 -0.474 -0.227
H 0.268 0.762 0.302
O -0.473 0.663 0.515
H 0.201 0.115 -0.834
H 0.300 -0.836 0.292
O 0.483 0.588 -0.664
H 0.099 0.234 0.785
H -0.611 -0.828 -0.060
O 0.274 -0.005 0.948
H -0.868 -0.194 -0.426
H 0.589 0.211 -0.594
O -0.037 -0.978 -0.207
H 0.693 0.512 -0.059
H -0.686 0.533 0.273

Charge: +3
Kohn-Sham gap (eV): 2.124
HOMO energy (eV): -21.3040
Energy relative to the best compared isomer or geometry (same formula, charge and spin) (eV): 4.798
LUMO (eV): -19.180



DFT (ωB97M-V with the def2-TZVPD basis set) results for H13O6 as an isolated structure.

Last column: Löwdin charge in e.
Cartesian coordinates (Å):
O1 0.396 -0.592 0.076  0.113
H1 0.902 0.078 0.541  -0.101
H2 -0.309 -0.891 0.656  -0.131
H3 0.038 -0.199 -0.724  -0.187
O2 2.229 0.526 -1.046  -0.011
H4 2.157 0.942 -1.905  0.064
H5 2.534 1.224 -0.466  0.052
O3 -1.791 -1.646 -0.619  -0.018
H6 -2.261 -0.875 -0.936  0.053
H7 -1.860 -1.595 0.334  -0.014
O4 0.984 1.176 1.023  0.098
H8 1.631 1.595 1.590  0.133
H9 0.532 1.905 0.596  0.115
O5 -0.414 0.663 -1.185  0.129
H10 -0.784 1.544 -1.237  0.149
H11 -0.343 0.379 -2.096  0.149
O6 -0.971 -1.195 1.582  0.113
H12 -1.714 -0.896 2.107  0.148
H13 -0.954 -2.144 1.710  0.146

Force components x, y, z for each atom (eV/Å):
O 4.361 -8.102 0.564
H 0.829 -0.777 -0.338
H 0.511 0.391 -0.978
H 1.379 -2.460 1.462
O 0.784 0.170 -0.758
H 0.392 0.066 -0.369
H 0.370 0.080 -0.134
O -0.863 -0.565 -1.314
H -0.383 -0.040 -0.225
H -0.599 -0.088 -0.750
O 1.040 5.211 3.432
H 0.346 0.136 0.588
H -0.165 0.148 -0.162
O -4.641 7.246 -6.672
H -0.349 0.447 -0.026
H -0.152 0.073 -1.006
O -2.980 -1.644 5.735
H -0.286 0.465 0.522
H 0.405 -0.757 0.429

Charge: +1
Kohn-Sham gap (eV): 10.947
HOMO energy (eV): -14.7344
Energy relative to the best compared isomer or geometry (same formula, charge and spin) (eV): 6.735
LUMO (eV): -3.788



DFT (ωB97M-V with the def2-TZVPD basis set) results for a 6-piece molecular cluster, H13O6 overall.

Last column: Löwdin charge in e.
Cartesian coordinates (Å):
O1 1.745 0.405 -1.744  -0.056
H1 2.582 0.869 -1.584  0.057
H2 1.781 0.513 -2.708  0.060
O2 1.176 -2.963 -0.772  -0.017
H3 1.935 -3.546 -0.650  0.085
H4 0.814 -3.161 -1.648  0.091
O3 0.509 -1.653 1.446  0.207
H5 0.732 -2.174 0.627  0.087
H6 -0.301 -1.917 1.898  0.158
O4 -0.515 2.992 2.166  -0.020
H7 -0.195 3.792 2.597  0.081
H8 -1.305 2.655 2.591  0.072
O5 -3.340 0.482 -1.988  -0.070
H9 -3.696 -0.098 -2.670  0.033
H10 -4.064 1.071 -1.735  0.039
O6 0.455 0.768 1.091  0.006
H11 0.290 1.642 1.521  0.051
H12 0.795 0.912 0.200  0.060
H13 0.601 -0.592 1.363  0.077

Force components x, y, z for each atom (eV/Å):
O 0.933 0.629 -0.490
H -0.088 -0.194 0.691
H -0.840 -0.365 0.036
O 0.090 -0.104 0.217
H -0.054 0.008 -0.119
H 0.004 0.159 0.297
O 0.524 0.053 0.453
H -0.247 -0.179 -0.497
H -0.095 -0.149 -0.195
O 0.432 -0.242 -0.426
H -0.297 -0.156 0.168
H -0.131 0.393 0.298
O -0.069 0.085 0.139
H -0.083 0.129 0.055
H 0.169 -0.229 -0.180
O 0.384 -0.345 -0.184
H -0.086 -0.139 0.105
H -0.092 0.167 -0.318
H -0.452 0.477 -0.051

Charge: +1
Kohn-Sham gap (eV): 11.019
HOMO energy (eV): -13.8961
Energy relative to the best compared isomer or geometry (same formula, charge and spin) (eV): 0.638
LUMO (eV): -2.877



DFT (ωB97M-V with the def2-TZVPD basis set) results for a 7-piece molecular cluster, H13O6S overall.

Last column: Löwdin charge in e.
Cartesian coordinates (Å):
S1 2.136 0.223 0.282  -0.026
H1 2.210 0.962 1.445  -0.373
H2 0.857 -2.716 0.254  -0.009
H3 1.929 -2.382 -0.524  -0.010
O1 1.733 -3.111 0.118  -0.131
H4 1.598 2.537 3.412  0.026
H5 0.192 2.179 3.466  0.033
O2 0.734 2.962 3.305  -0.077
H6 0.491 -2.073 2.394  -0.002
H7 1.072 -0.795 2.154  -0.094
O3 0.540 -1.231 2.865  -0.138
H8 -2.201 1.054 -3.712  0.025
H9 -2.095 1.764 -5.054  0.028
O4 -2.316 0.910 -4.659  -0.071
H10 -0.970 0.474 -0.169  -0.044
H11 -0.065 1.776 -0.277  0.006
O5 -0.999 1.428 -0.173  -0.133
H12 -1.465 -2.041 -1.890  0.037
H13 -1.518 -0.750 -1.217  0.002
O6 -1.861 -1.170 -2.020  -0.048

Force components x, y, z for each atom (eV/Å):
S -0.103 0.532 0.638
H -0.052 -0.456 -0.776
H -0.208 -0.644 0.811
H 1.116 -0.724 0.645
O -0.869 1.291 -1.355
H 0.104 0.495 -0.241
H -0.473 0.213 -0.244
O 0.363 -0.734 0.432
H -0.240 -0.302 0.605
H -0.053 0.572 0.354
O 0.352 -0.232 -0.972
H 0.049 -0.250 0.018
H -0.047 -0.260 0.106
O 0.019 0.441 -0.111
H 0.911 0.060 0.394
H -1.204 -1.375 0.350
O 0.417 1.503 -0.415
H -0.188 -0.139 -0.518
H -0.299 0.370 -0.438
O 0.405 -0.360 0.717

Charge: -1
Kohn-Sham gap (eV): 7.082
HOMO energy (eV): -4.0272
Energy relative to the best compared isomer or geometry (same formula, charge and spin) (eV): 1.885
LUMO (eV): 3.054



DFT (ωB97M-V with the def2-TZVPD basis set) results for a 7-piece molecular cluster, H13O6S overall.

Last column: Löwdin charge in e.
Cartesian coordinates (Å):
S1 1.765 -0.633 2.318  0.000
H1 1.091 -1.490 1.522  -0.397
H2 0.235 -2.236 -1.301  0.017
H3 1.510 -2.121 -0.519  0.001
O1 1.191 -2.313 -1.412  -0.075
H4 -0.640 0.842 -1.292  0.013
H5 0.470 -0.026 -1.923  0.033
O2 -0.483 0.006 -1.785  -0.092
H6 -1.891 -1.316 -1.494  0.003
H7 -2.506 -0.448 -0.483  0.008
O3 -2.612 -1.337 -0.837  -0.087
H8 -0.675 2.737 -0.042  0.050
H9 -1.270 1.498 0.671  -0.004
O4 -1.356 2.063 -0.145  -0.097
H10 2.685 0.633 -0.558  -0.002
H11 2.680 1.326 0.776  -0.055
O5 2.810 1.503 -0.169  -0.124
H12 -0.179 0.350 2.182  -0.116
H13 -1.762 0.167 2.335  0.047
O6 -1.061 0.796 2.157  -0.123

Force components x, y, z for each atom (eV/Å):
S -0.173 -0.033 -0.238
H 0.088 0.042 0.094
H 0.063 0.088 -0.090
H 0.159 0.025 -0.007
O -0.030 -0.064 0.210
H -0.177 -0.235 -0.044
H -0.089 -0.196 0.045
O 0.381 0.496 -0.236
H -0.319 0.028 0.263
H -0.151 -0.022 0.164
O 0.150 -0.061 -0.279
H -0.026 -0.069 0.051
H 0.083 0.406 0.015
O 0.046 -0.146 -0.119
H -0.001 -0.100 0.142
H -0.161 -0.302 -0.055
O 0.076 0.312 -0.102
H 0.234 -0.407 0.267
H 0.268 -0.354 0.123
O -0.422 0.590 -0.205

Charge: -1
Kohn-Sham gap (eV): 7.638
HOMO energy (eV): -4.1956
Energy relative to the best compared isomer or geometry (same formula, charge and spin) (eV): 0.485
LUMO (eV): 3.443



DFT (ωB97M-V with the def2-TZVPD basis set) results for a 7-piece molecular cluster, H13O7 overall.

Last column: Löwdin charge in e.
Cartesian coordinates (Å):
O1 0.207 -0.054 0.257  -0.415
H1 0.275 -1.014 0.085  -0.006
O2 -0.936 -1.481 -1.884  -0.054
H2 -0.594 -1.080 -1.084  -0.038
H3 -0.729 -2.412 -1.792  0.028
O3 1.811 -1.738 1.668  -0.071
H4 1.292 -1.008 1.329  -0.032
H5 2.379 -1.988 0.939  0.022
O4 1.194 2.222 1.014  -0.082
H6 1.595 2.481 0.185  0.017
H7 0.806 1.365 0.836  -0.057
O5 1.240 0.850 -1.918  -0.085
H8 0.510 1.035 -2.509  0.024
H9 0.834 0.430 -1.160  -0.073
O6 -1.487 1.877 -0.450  -0.074
H10 -1.984 2.198 0.303  0.026
H11 -0.881 1.235 -0.080  -0.054
O7 -2.005 -0.943 1.776  -0.071
H12 -1.294 -0.418 1.408  -0.023
H13 -2.236 -1.556 1.078  0.017

Force components x, y, z for each atom (eV/Å):
O -0.326 -1.732 0.079
H 0.132 0.796 0.604
O -0.496 -0.611 -0.728
H -0.145 0.838 0.200
H 0.036 -0.240 -0.092
O 0.582 -1.091 0.591
H -0.357 1.006 -0.112
H 0.181 0.048 -0.114
O 0.541 1.243 0.754
H -0.057 -0.074 -0.281
H 0.056 -0.744 -0.110
O 1.062 0.737 -1.546
H -0.162 0.044 -0.085
H -0.420 -0.343 1.177
O -0.917 0.807 -0.550
H -0.057 0.099 0.118
H 0.427 -0.726 0.067
O -0.848 -0.387 0.732
H 0.796 0.333 -0.501
H -0.028 -0.005 -0.201

Charge: -1
Kohn-Sham gap (eV): 9.883
HOMO energy (eV): -6.4266
Energy relative to the best compared isomer or geometry (same formula, charge and spin) (eV): 0.926
LUMO (eV): 3.456